The following is a quantum chemistry calculation of C30H42BrFN9O5PRu as an isolated structure at a distorted geometry, from OMol25.

Geometry (Å):
Ru  2.163  0.489  0.303
C  -4.413  -1.238  4.144
C  -4.028  0.228  3.992
N  -3.023  0.431  2.930
C  -1.740  0.595  3.279
C  -0.713  0.697  2.384
C  0.682  0.882  2.872
O  0.931  1.636  3.788
O  1.545  0.146  2.228
C  -0.949  0.636  1.001
O  -0.046  0.754  0.111
C  -2.344  0.509  0.620
C  -2.708  0.516  -0.733
C  -4.015  0.461  -1.107
F  -4.289  0.537  -2.423
C  -5.067  0.368  -0.169
C  -4.695  0.320  1.165
C  -3.361  0.411  1.584
N  -6.418  0.287  -0.537
C  -6.824  0.125  -1.938
C  -8.334  -0.119  -2.014
N  -8.764  -0.866  -0.787
C  -8.639  0.004  0.438
C  -7.447  0.946  0.259
H  -5.190  -1.338  4.901
H  -3.553  -1.830  4.456
H  -4.788  -1.650  3.206
H  -3.596  0.599  4.917
H  -4.897  0.847  3.776
H  -1.525  0.650  4.339
H  -1.941  0.605  -1.490
H  -5.465  0.209  1.913
H  -6.294  -0.727  -2.360
H  -6.596  0.997  -2.555
H  -8.572  -0.704  -2.899
H  -8.907  0.803  -2.055
H  -8.158  -1.681  -0.683
H  -9.721  -1.209  -0.881
H  -8.519  -0.649  1.300
H  -9.558  0.572  0.561
H  -7.072  1.231  1.234
H  -7.765  1.870  -0.236
N  1.909  2.592  -0.419
C  2.797  3.582  0.225
C  2.829  3.279  1.698
N  3.410  1.946  1.864
H  2.028  2.543  -1.425
H  0.935  2.796  -0.218
H  2.461  4.607  0.062
H  3.796  3.485  -0.207
H  1.811  3.255  2.088
H  3.373  4.049  2.247
H  3.207  1.587  2.794
H  4.418  1.980  1.755
Br  2.149  -2.723  2.504
C  1.539  -2.795  0.730
C  0.858  -3.933  0.322
C  0.589  -4.099  -1.025
C  1.023  -3.136  -1.923
C  1.638  -2.014  -1.420
N  1.887  -1.823  -0.116
C  2.207  -0.955  -2.302
O  2.733  -1.272  -3.354
O  2.179  0.243  -1.812
H  0.591  -4.682  1.053
H  0.084  -4.992  -1.371
H  0.907  -3.250  -2.992
C  7.438  0.560  -2.298
N  6.222  -0.041  -3.009
C  6.203  -1.559  -2.735
N  6.246  -1.810  -1.339
C  7.407  -1.195  -0.707
N  7.391  0.253  -0.910
C  6.322  0.924  -0.175
P  4.628  0.351  -0.741
C  4.955  0.620  -2.553
C  5.002  -1.478  -0.660
H  7.436  1.635  -2.474
H  8.327  0.123  -2.751
H  6.306  0.095  -4.018
H  7.078  -1.977  -3.232
H  5.291  -1.951  -3.184
H  8.319  -1.610  -1.135
H  7.397  -1.412  0.359
H  6.411  2.003  -0.323
H  6.446  0.727  0.892
H  5.046  1.693  -2.734
H  4.124  0.238  -3.143
H  4.189  -2.042  -1.109
H  5.069  -1.767  0.390

## Properties
multiplicity: 2
F_max: 3.22 eV/A
⟨S²⟩: 0.76
DFT total energy: -5146.70935 a.u.
HOMO level (spin up / spin down): -14.903 / -15.089 eV
molecular weight: 839.67 g mol⁻¹
E_LUMO (spin up / spin down): -7.5 / -7.2 eV
total charge: +3
energy relative to the best compared isomer or geometry (same formula, charge and spin): 109.3 kJ/mol
gap between HOMO and LUMO (spin up / spin down): 7.43 / 7.93 eV

Mulliken population analysis, charges in e, atoms 1 to 6: 0.59 -1.03 -0.92 0.07 0.05 -0.23

=====

The following is a quantum chemistry calculation of C9H13N3 in the gas phase at a distorted geometry, from OMol25.

Geometry (Å):
C  -2.415  -1.004  0.335
C  -2.435  0.440  0.395
C  -1.100  -1.329  0.105
C  -1.147  0.888  0.327
C  1.980  0.853  0.966
C  0.990  -0.046  -0.269
C  -0.333  -2.619  -0.136
C  -0.652  2.248  0.472
C  1.376  0.328  -1.668
N  2.666  -0.463  0.951
N  2.020  -1.097  0.118
N  -0.338  -0.228  0.139
H  -3.057  -1.831  0.366
H  -3.398  0.871  0.564
H  2.655  1.570  0.544
H  1.434  1.295  1.904
H  -0.907  -3.344  0.434
H  -0.294  -3.014  -1.125
H  0.645  -2.587  0.145
H  0.292  2.469  0.060
H  -1.373  2.993  -0.149
H  -0.810  2.376  1.569
H  0.919  -0.568  -2.337
H  2.497  0.509  -1.862
H  0.785  1.290  -1.851

## Properties
structure (SMILES): Cc1ccc(C)n1[C@@]1(C)CN=N1
F_max: 5.38 eV/A
DFT total energy: -514.83879 a.u.
HOMO level: -7.864 eV
molecular weight: 163.22 g mol⁻¹
E_LUMO: 0.8 eV
energy relative to the best compared isomer or geometry (same formula, charge and spin): 360.3 kJ/mol
gap between HOMO and LUMO: 8.63 eV

Mulliken population analysis, charges in e, atoms 1 to 6: -0.74 -0.81 0.79 0.61 -0.47 0.39

=====

The following is a quantum chemistry calculation of C25H31N5O3 in the gas phase, from OMol25.

Geometry (Å):
C  -0.065  -0.044  5.384
C  -0.386  0.540  4.015
H  0.493  1.054  3.617
C  -0.857  -0.554  3.052
N  -1.138  -0.039  1.721
C  -0.164  0.054  0.753
C  -0.471  0.435  -0.528
C  -1.818  0.828  -0.845
O  -2.207  1.248  -1.921
N  -2.709  0.760  0.221
C  -2.453  0.336  1.489
O  -3.293  0.313  2.359
H  -3.669  1.015  0.022
C  0.542  0.592  -1.656
N  0.877  -0.596  -2.427
C  0.166  -0.772  -3.672
H  0.759  -1.460  -4.284
C  -1.265  -1.320  -3.480
N  -1.284  -2.246  -2.365
C  -2.269  -2.207  -1.409
C  -3.560  -1.776  -1.747
C  -4.572  -1.761  -0.810
C  -4.348  -2.192  0.487
C  -3.083  -2.631  0.832
C  -2.055  -2.632  -0.091
H  -1.076  -2.959  0.228
H  -2.887  -2.971  1.839
H  -5.141  -2.180  1.218
H  -5.555  -1.419  -1.102
H  -3.772  -1.461  -2.756
C  -0.015  -2.891  -2.159
H  -0.106  -3.683  -1.416
C  1.059  -1.866  -1.740
H  2.051  -2.270  -1.989
H  1.016  -1.715  -0.664
H  0.272  -3.364  -3.106
H  -1.935  -0.486  -3.270
H  -1.597  -1.817  -4.404
H  0.120  0.182  -4.198
C  1.795  1.307  -1.179
C  1.673  2.496  -0.469
C  2.785  3.202  -0.044
C  4.060  2.725  -0.332
C  4.190  1.539  -1.054
C  3.074  0.846  -1.475
H  3.185  -0.058  -2.051
H  5.183  1.186  -1.283
O  5.224  3.331  0.036
C  5.157  4.564  0.709
H  6.190  4.869  0.868
H  4.656  4.469  1.678
H  4.645  5.323  0.108
H  2.644  4.123  0.500
H  0.688  2.883  -0.250
H  0.049  1.273  -2.363
N  1.105  -0.307  1.127
H  1.345  -0.195  2.098
H  1.826  -0.004  0.483
H  -1.800  -0.961  3.425
H  -0.132  -1.368  2.979
H  -1.185  1.278  4.107
H  0.732  -0.782  5.314
H  0.253  0.741  6.066
H  -0.944  -0.526  5.803

## Properties
structure (SMILES): CCCn1c(N)c([C@@H](c2ccc(OC)cc2)N2CCN(c3ccccc3)CC2)c(=O)[nH]c1=O
F_max: 0.56 eV/A
DFT total energy: -1470.80297 a.u.
HOMO level: -7.268 eV
molecular weight: 449.56 g mol⁻¹
E_LUMO: 0.5 eV
energy relative to the best compared isomer or geometry (same formula, charge and spin): 129.3 kJ/mol
gap between HOMO and LUMO: 7.80 eV

Mulliken population analysis, charges in e, atoms 1 to 6: -1.41 0.05 0.32 -1.90 0.46 -0.21

=====

The following is a quantum chemistry calculation of C4H5EuO6 as an isolated structure at a distorted geometry, from OMol25.

Geometry (Å):
H  0.463  0.341  -0.103
O  0.582  -2.245  -1.550
C  -0.114  -1.878  -0.550
O  0.355  -2.042  0.598
O  -0.928  -0.844  -0.798
C  -1.742  -0.257  0.235
O  0.144  1.235  0.713
C  2.264  1.537  -0.009
C  -1.264  1.157  0.525
O  2.134  0.511  -0.703
O  3.015  2.101  0.675
Eu  2.843  -1.834  -1.166
H  -1.717  -0.861  1.150
H  -2.759  -0.223  -0.173
H  -1.557  1.815  -0.309
H  -1.719  1.485  1.466

## Properties
multiplicity: 8
F_max: 6.17 eV/A
⟨S²⟩: 15.76
DFT total energy: -1316.90854 a.u.
HOMO level (spin up / spin down): -13.256 / -13.307 eV
molecular weight: 301.04 g mol⁻¹
E_LUMO (spin up / spin down): -5.3 / -5.2 eV
total charge: +1
energy relative to the best compared isomer or geometry (same formula, charge and spin): 63.8 kJ/mol
gap between HOMO and LUMO (spin up / spin down): 7.93 / 8.08 eV

Mulliken population analysis, charges in e, atoms 1 to 6: 0.61 -0.78 0.74 -0.65 -0.35 -0.35